[1]
C34H80CdN2O18 | the ωB97M-V functional and the def2-TZVPD basis

Values from the calculation:
**HOMO level**: -8.278 eV
**ΔE to the lowest compared entry with this formula, charge and spin**: 0.0 kJ/mol
**HOMO-LUMO gap**: 8.56 eV
**E_tot**: -80947.6958 eV

Structure (ORCA input):
```
! wB97M-V def2-TZVPD RIJCOSX def2/J DEFGRID3
* xyz 0 1
Cd -0.4275 0.3315 -0.7173
C 1.4612 3.3917 -2.5278
C 0.6159 2.2599 -1.8981
O 0.8440 1.0740 -2.1380
O -0.1804 2.3977 -0.9457
H 1.6568 3.0941 -3.5580
H 2.4730 3.4806 -2.1323
H 0.9275 4.3408 -2.4779
C -1.7395 -2.5888 -3.2057
C -1.2726 -1.5401 -2.1833
O -1.6733 -0.3850 -2.2806
O -0.4310 -1.7940 -1.2722
H -2.8111 -2.7397 -3.0750
H -1.3326 -3.5560 -2.9105
H -1.4783 -2.3010 -4.2240
C 0.7303 -0.0981 2.0878
C -0.7603 0.3703 2.2841
O -1.5345 0.3144 1.1041
O 1.1685 -0.0092 0.6904
H 0.7683 -1.1572 2.3428
H 1.3945 0.4438 2.7610
H -0.8007 1.3249 2.8086
H -1.2562 -0.3258 2.9606
H -2.3851 -0.0455 1.3660
H 2.1206 0.0413 0.8025
C 2.9929 -3.9874 -2.1528
C 3.1315 -2.8568 -1.1371
O 2.3541 -1.7472 -1.3557
O 1.5892 -4.2659 -2.4257
H 3.4462 -4.9560 -1.9419
H 3.5080 -3.7952 -3.0940
H 4.2044 -2.6654 -1.1584
H 2.8851 -3.2492 -0.1505
H 1.4304 -1.9932 -1.4442
H 1.5929 -4.1369 -3.3769
C -0.3296 4.9251 1.0137
C -0.6866 4.0330 2.1308
O 0.4761 3.7096 2.8884
O 0.1616 6.2043 1.5070
H -1.1540 5.0416 0.3102
H 0.3634 4.4150 0.3446
H -1.2308 3.1495 1.7971
H -1.3173 4.6274 2.7919
H 0.9851 4.5207 2.8192
H -0.5410 6.5889 2.0363
C 1.0712 0.6348 -6.2080
C 0.7383 -0.5025 -5.2844
O 1.7038 -0.7281 -4.2378
O 1.8742 0.0643 -7.1220
H 1.6542 1.4502 -5.7800
H 0.2655 1.1974 -6.6797
H 0.4199 -1.3295 -5.9191
H -0.1750 -0.3649 -4.7056
H 1.6216 -0.1106 -3.5074
H 2.6715 -0.1461 -6.6305
C 1.6201 -5.4607 1.4729
C 0.5468 -4.7856 0.6259
O 0.4792 -3.3853 0.9687
O 1.7341 -6.8403 1.1473
H 1.1914 -5.3645 2.4704
H 2.6040 -5.0415 1.2625
H -0.3405 -5.4048 0.7578
H 0.7714 -4.9482 -0.4282
H -0.1775 -2.9167 0.4484
H 2.0452 -7.1057 0.2787
C -2.7342 2.4646 -3.4123
C -1.6066 3.1092 -4.0880
O -2.2537 3.8913 -5.1196
O -3.3471 1.4340 -4.1059
H -3.5050 3.1854 -3.1395
H -2.4532 2.0854 -2.4298
H -0.8681 2.4342 -4.5205
H -1.0333 3.8074 -3.4780
H -2.7931 3.3067 -5.6571
H -3.3985 0.6543 -3.5482
C 6.4720 -0.7567 2.3292
C 4.9286 -0.6244 2.2533
C 4.3967 -0.0751 3.6640
C 4.4522 1.4211 3.9483
C 4.1035 2.1776 2.6629
C 4.6542 1.7196 1.3438
N 4.4539 0.2599 1.1798
O 4.7144 -0.3902 -0.0369
C 3.7443 2.3463 0.2039
C 6.0891 2.1272 1.0730
C 4.2844 -2.0247 2.1061
H 6.7191 -1.5877 2.9898
H 6.8699 0.1914 2.6908
H 6.8288 -1.1808 1.3906
H 3.3648 -0.4178 3.7399
H 4.9468 -0.6142 4.4352
H 5.4961 1.6527 4.1596
H 3.7461 1.6920 4.7333
H 4.4121 3.2029 2.8667
H 3.0164 2.2547 2.6775
H 3.6874 3.4298 0.3083
H 4.0991 2.1730 -0.8121
H 2.7210 1.9711 0.2096
H 6.1588 3.1053 0.5970
H 6.5970 2.2838 2.0247
H 6.7280 1.4369 0.5222
H 4.8365 -2.4535 1.2699
H 3.2470 -1.8511 1.8201
H 4.4208 -2.4867 3.0839
H 4.0571 -1.0892 -0.0059
C -3.9021 -2.6194 0.9632
C -5.0371 -1.6811 1.3788
C -5.0555 -1.6129 2.9278
C -5.9408 -0.4723 3.6072
C -5.4081 0.8443 2.9007
C -5.4325 0.8388 1.3767
N -4.6822 -0.3654 0.8428
O -4.4489 -0.2786 -0.5051
C -6.8436 0.9596 0.7012
C -4.8679 2.2009 0.7996
C -6.3597 -2.3110 0.8998
H -2.9486 -2.1870 1.2667
H -4.0764 -2.8952 -0.0768
H -3.9492 -3.5621 1.5085
H -5.1617 -2.6420 3.2708
H -4.0523 -1.3983 3.2962
H -5.6470 -0.2241 4.6271
H -6.9359 -0.6715 3.2096
H -4.3584 0.9867 3.1576
H -5.9232 1.7434 3.2388
H -7.1877 1.8675 0.2058
H -6.9387 0.2803 -0.1459
H -7.6370 0.5751 1.3422
H -4.9691 2.1574 -0.2848
H -5.5341 2.9794 1.1716
H -3.8236 2.3919 1.0468
H -7.2520 -1.9041 1.3756
H -6.2572 -3.3948 0.9537
H -6.5540 -2.1621 -0.1624
H -5.3275 -0.5067 -0.8175
*
```

Here are the Löwdin charges for atoms 1 to 5, given in e:
1. Cd 1.45
2. C 0.03
3. C -0.71
4. O -0.11
5. O -0.11

---

[2]
C17H35N7PrSSb | the ωB97M-V functional and the def2-TZVPD basis

Values from the calculation:
**HOMO level (spin up / spin down)**: -13.246 / -13.246 eV
**Expectation value of S²**: 2.002
**HOMO-LUMO gap (spin up / spin down)**: 6.40 / 6.42 eV
**E_tot**: -60056.2321 eV

Structure (ORCA input):
```
! wB97M-V def2-TZVPD RIJCOSX def2/J DEFGRID3
* xyz 2 3
Pr 0.1819 0.0895 1.2106
N -2.4340 0.8011 1.2712
C -2.8173 0.5321 2.6906
C -2.4340 -0.8614 3.2466
N -0.9845 -1.1534 3.2474
C -0.1785 -1.0441 4.4860
C 0.1650 0.4287 4.7493
N 0.9746 0.8909 3.5499
H -2.5527 1.7703 1.0598
H -2.9735 0.2438 0.5903
H -3.9276 0.5909 2.8451
H -2.3761 1.3287 3.2457
H -2.9282 -1.6758 2.7124
H -2.9329 -0.8097 4.2411
H -0.8597 -2.0747 2.8740
H 0.8083 -1.5708 4.2580
H -0.5651 -1.6108 5.3386
H 0.6966 0.5249 5.6914
H -0.7144 1.0357 4.8965
H 1.9403 0.5308 3.6537
H 1.0413 1.9084 3.5643
N 3.5497 -3.1661 0.6215
C 2.6702 -2.2161 0.3058
S 0.9474 -2.6260 0.3999
N 3.1547 -1.0138 0.0587
N 2.2628 0.0423 0.0637
C 2.6737 1.2211 -0.3605
C 1.9250 2.4410 -0.1088
C 2.4073 3.6223 -0.7184
C 1.8043 4.8182 -0.4457
C 0.5387 4.8138 0.2211
C 0.0674 3.6264 0.6663
N 0.7287 2.4531 0.5664
H 3.1707 -4.0846 0.8746
H 4.5338 -3.0625 0.2685
H 3.7272 1.3551 -0.7941
H 3.3062 3.4204 -1.2437
H 2.2718 5.7232 -0.8335
H 0.1467 5.7538 0.6207
H -0.8219 3.5860 1.3255
C -0.8187 1.0927 -4.5124
C -1.8343 0.2508 -3.7890
Sb -0.6977 -0.7858 -2.1571
C 1.3184 -1.0798 -3.1445
C 1.2076 -1.9512 -4.3841
C -1.6038 -2.7480 -2.2696
C -2.6483 -2.7852 -1.1403
H -1.3474 1.9569 -4.9543
H -0.2592 0.5181 -5.2611
H -0.1305 1.5266 -3.8283
H -2.2881 -0.5252 -4.4714
H -2.6717 0.7885 -3.3611
H 1.8257 -1.6067 -2.3311
H 1.7841 -0.1374 -3.2453
H 0.6588 -2.9031 -4.1765
H 2.1810 -2.1654 -4.7814
H 0.6466 -1.4507 -5.1637
H -0.8536 -3.6171 -2.2446
H -2.0351 -2.6980 -3.2250
H -2.0778 -2.4457 -0.2728
H -3.0874 -3.7721 -0.9394
H -3.4625 -2.0451 -1.2577
*
```

Here are the Löwdin charges for atoms 1 to 5, given in e:
1. Pr 0.88
2. N -0.04
3. C -0.21
4. C -0.16
5. N -0.16

---

[3]
C3H3NdO4 | the ωB97M-V functional and the def2-TZVPD basis

Values from the calculation:
**HOMO level (spin up / spin down)**: -11.796 / -11.790 eV
**Expectation value of S²**: 6.004
**ΔE to the lowest compared entry with this formula, charge and spin**: 116.0 kJ/mol
**HOMO-LUMO gap (spin up / spin down)**: 6.26 / 6.32 eV
**E_tot**: -26617.4788 eV

Structure (ORCA input):
```
! wB97M-V def2-TZVPD RIJCOSX def2/J DEFGRID3
* xyz 1 5
O 4.4391 -0.5345 0.2500
C 3.8507 -1.5398 0.1625
O 3.5088 -2.6363 -0.0093
C -2.6583 0.4342 -0.0273
O -1.2679 0.7251 -0.0615
C -0.3408 -0.3280 -0.1354
O 0.7916 0.2086 -0.0399
Nd 0.7026 2.5846 -0.0859
H -3.0817 0.8315 0.9022
H -3.1454 0.9071 -0.8880
H -2.7987 -0.6525 -0.0673
*
```

Here are the Löwdin charges for atoms 1 to 5, given in e:
1. O 0.18
2. C -0.41
3. O 0.22
4. C -0.09
5. O -0.35

---

[4]
C36H96N2O22 | the ωB97M-V functional and the def2-TZVPD basis

Values from the calculation:
**HOMO level**: -7.997 eV
**HOMO-LUMO gap**: 7.99 eV
**E_tot**: -86901.7114 eV

Structure (ORCA input):
```
! wB97M-V def2-TZVPD RIJCOSX def2/J DEFGRID3
* xyz 0 1
O -13.3048 -27.9960 -6.0815
H -12.4533 -27.9663 -5.6451
H -13.2196 -27.3875 -6.8155
O -13.8519 -20.1508 -3.6773
H -12.9819 -20.3279 -3.3197
H -14.3622 -19.8459 -2.9271
C -18.6562 -25.5870 -8.7357
C -18.1025 -24.4689 -7.6918
C -19.0254 -24.5672 -6.4962
C -18.5363 -23.7073 -5.3320
C -17.1327 -24.2737 -4.8819
C -16.0888 -24.1245 -6.0582
N -16.6441 -24.6918 -7.3233
O -15.7599 -24.6184 -8.3603
C -15.3715 -22.7553 -6.2526
C -15.0049 -25.0241 -5.6320
C -18.1986 -23.0763 -8.3508
H -18.0965 -25.5968 -9.6710
H -19.6562 -25.2798 -9.0420
H -18.7529 -26.5350 -8.2065
H -19.9997 -24.1999 -6.8187
H -19.1916 -25.5956 -6.1754
H -19.1716 -23.8840 -4.4642
H -18.4570 -22.6550 -5.6049
H -17.3409 -25.3204 -4.6600
H -16.7589 -23.8376 -3.9556
H -16.1263 -22.0232 -6.5398
H -14.9580 -22.3023 -5.3515
H -14.6363 -22.7750 -7.0571
H -14.4238 -24.5806 -4.8235
H -15.4240 -25.9934 -5.3619
H -14.2175 -25.1828 -6.3688
H -17.9396 -23.1537 -9.4067
H -17.4136 -22.3589 -8.1116
H -19.1462 -22.5399 -8.3990
H -15.1931 -25.3565 -8.1246
C -26.4524 -25.6329 -7.1429
C -25.1447 -26.4833 -7.2264
C -23.9655 -25.4609 -7.3419
C -22.6043 -26.0929 -7.1365
C -22.5799 -26.7250 -5.7380
C -23.6909 -27.8010 -5.5109
N -24.9878 -27.2606 -5.9240
O -26.0740 -28.0988 -5.7146
C -23.3093 -29.0927 -6.1571
C -23.6746 -28.0699 -3.9450
C -25.1122 -27.4316 -8.4887
H -27.3270 -26.2646 -6.9873
H -26.6994 -25.1529 -8.0898
H -26.4750 -24.7650 -6.4839
H -23.8350 -25.2075 -8.3939
H -24.0794 -24.4724 -6.8970
H -21.8026 -25.3566 -7.1948
H -22.4784 -26.8173 -7.9411
H -22.7030 -26.0228 -4.9134
H -21.5725 -27.1385 -5.6897
H -24.2712 -29.6044 -6.1897
H -22.9931 -28.9879 -7.1950
H -22.5562 -29.6941 -5.6480
H -24.1869 -27.2232 -3.4879
H -24.3827 -28.8918 -3.8393
H -22.6921 -28.3159 -3.5423
H -24.0984 -27.8061 -8.6302
H -25.5197 -27.0561 -9.4274
H -25.7685 -28.2846 -8.3162
H -26.3714 -27.9446 -4.8150
C -15.9158 -24.3592 -12.0168
C -17.0436 -23.5760 -12.8219
O -18.1650 -23.1611 -12.1280
O -15.3310 -23.7080 -10.8797
H -15.2014 -24.7913 -12.7176
H -16.3062 -25.2653 -11.5536
H -17.5921 -24.1688 -13.5540
H -16.6495 -22.7284 -13.3826
H -17.8026 -22.8290 -11.3034
H -15.6923 -23.9873 -10.0353
C -12.1113 -26.6319 -9.3530
C -13.2459 -26.1941 -10.2935
O -14.4045 -26.8502 -9.8068
O -12.2446 -26.1697 -8.0626
H -11.2162 -26.0587 -9.5944
H -11.7847 -27.6657 -9.2397
H -12.9854 -26.4082 -11.3301
H -13.4773 -25.1330 -10.2003
H -14.5632 -27.6781 -10.2662
H -11.6168 -25.4435 -8.0678
C -18.3329 -20.2030 -3.6793
C -18.0236 -18.6349 -3.6318
O -16.6314 -18.3695 -3.6262
O -19.7374 -20.2090 -3.8787
H -17.8876 -20.4964 -2.7286
H -17.7390 -20.6848 -4.4560
H -18.1097 -18.4690 -2.5579
H -18.5091 -18.0628 -4.4224
H -16.3462 -18.7239 -4.4716
H -20.1648 -19.5382 -3.3413
C -21.8581 -20.8013 -7.9592
C -20.8769 -20.9958 -6.7630
O -21.1895 -19.8610 -6.0136
O -21.2648 -19.9825 -8.9334
H -22.8474 -20.4207 -7.7051
H -21.9894 -21.7632 -8.4548
H -19.8372 -21.0139 -7.0896
H -20.9873 -21.9361 -6.2228
H -20.9081 -19.9688 -5.1021
H -21.4694 -19.0804 -8.6767
C -10.9658 -22.9928 -5.8641
C -12.0081 -22.0680 -5.1501
O -12.4128 -21.0094 -6.0529
O -11.4946 -23.4708 -7.1130
H -10.5362 -23.6590 -5.1159
H -10.1612 -22.3063 -6.1278
H -11.4158 -21.6310 -4.3462
H -12.7826 -22.7030 -4.7200
H -13.1226 -20.5581 -5.5903
H -12.0387 -22.7740 -7.4873
C -17.3400 -29.4270 -12.0626
C -17.3585 -28.9529 -10.5590
O -16.2068 -29.2024 -9.7027
O -17.6709 -30.7932 -11.9622
H -16.3915 -29.2250 -12.5602
H -18.0407 -28.8949 -12.7062
H -18.2395 -29.3538 -10.0578
H -17.5403 -27.8783 -10.5408
H -16.1316 -28.6288 -8.9365
H -17.5221 -31.0492 -11.0490
C -11.8990 -26.2876 -2.6577
C -11.6852 -25.8235 -1.3108
O -10.7558 -26.5407 -0.5353
O -10.9739 -25.7798 -3.5666
H -12.8440 -25.9000 -3.0384
H -12.0080 -27.3721 -2.6414
H -12.5794 -25.8475 -0.6879
H -11.4910 -24.7550 -1.4046
H -10.5050 -27.3828 -0.9221
H -10.1721 -26.2993 -3.4723
C -15.9621 -26.2630 0.1718
C -15.9483 -25.0169 -0.8705
O -17.2160 -25.1372 -1.6182
O -15.4485 -27.4597 -0.5066
H -16.9572 -26.3304 0.6113
H -15.1751 -25.9188 0.8429
H -15.0591 -25.2708 -1.4475
H -15.9681 -24.0678 -0.3350
H -17.1899 -25.8837 -2.2213
H -15.2142 -28.0634 0.2020
C -17.3547 -29.8860 -5.5107
C -16.8334 -28.4798 -5.7776
O -16.0468 -28.2514 -6.9270
O -16.3736 -30.8558 -4.9028
H -17.7066 -30.3920 -6.4097
H -18.2629 -29.8682 -4.9082
H -16.2955 -28.3449 -4.8392
H -17.6413 -27.7839 -5.5514
H -15.1056 -28.2613 -6.7383
H -16.1624 -30.7002 -3.9793
*
```

Here are the Löwdin charges for atoms 1 to 5, given in e:
1. O -0.04
2. H 0.05
3. H 0.00
4. O -0.04
5. H 0.04